A molecular structure, C9H16AlClI2N3O2P, computed with ωB97M-V/def2-TZVPD.

Properties
LUMO energy (spin up / spin down)	-9.96 / -10.75	eV
net charge	+2
energy relative to the best compared isomer or geometry (same formula, charge and spin)	340.0	kJ/mol

XYZ file:
```
35
Properties=species:S:1:pos:R:3:forces:R:3:nbo_charge:R:1
I -0.935532 2.495616 0.618314 -0.3 0.1 0.3 0.40
I 1.045154 -2.505597 -0.326184 0.3 -0.7 0.1 0.34
Al 0.000000 0.000000 0.000000 -3.0 0.1 -4.7 0.89
P 1.959786 0.971292 -0.945792 1.4 0.6 -0.5 0.90
C 3.290104 1.295173 0.262434 -0.3 -0.1 -0.1 -0.96
C 2.745372 -0.023825 -2.256333 -0.4 -0.1 0.1 -0.94
H 0.810016 2.472151 -2.425507 0.2 0.1 -0.1 0.28
H 2.566726 2.831777 -2.365654 -0.1 0.0 0.2 0.28
H 1.480416 3.346107 -1.033502 0.2 0.1 -0.1 0.25
C 1.682393 2.571589 -1.774839 -0.4 -0.2 0.2 -0.94
H 1.969981 -0.329350 -2.963531 0.1 0.1 0.0 0.28
H 3.503453 0.580202 -2.765750 -0.1 -0.1 0.1 0.27
H 4.161306 1.742323 -0.226359 -0.1 -0.1 0.1 0.28
H 3.581929 0.353412 0.735600 0.1 0.1 0.0 0.25
H 3.198966 -0.918401 -1.827197 0.1 0.1 -0.1 0.24
H 2.913895 1.976588 1.030799 0.1 0.0 0.0 0.26
C 0.654742 -0.065981 1.729191 2.8 -0.2 8.1 0.46
O 1.063761 -0.107694 2.808002 -1.4 0.1 -4.5 -0.33
Cl -0.849586 0.075678 -2.253769 0.6 0.1 1.5 -0.55
C -3.997465 -0.539390 3.733264 0.0 0.8 1.1 -0.42
N -3.444127 -1.026553 2.460819 -0.9 -1.0 -0.3 -0.37
C -4.090511 -2.011280 1.800214 0.7 -0.1 -1.0 0.18
C -3.599218 -2.471771 0.607446 -0.6 -0.1 0.5 -0.37
C -2.428923 -1.933505 0.063993 1.1 -0.4 -2.1 0.51
N -1.729014 -0.916821 0.728389 -1.2 -1.5 -0.7 -0.75
C -2.283084 -0.477053 1.947775 0.0 -0.1 -0.4 0.79
O -1.756462 0.414038 2.589070 0.8 0.8 -0.1 -0.62
N -2.046727 -2.505132 -1.184539 -0.2 0.5 2.4 -0.75
H -3.258852 -0.692377 4.548141 -0.4 0.2 -0.6 0.25
H -4.933184 -1.071554 4.013447 0.8 0.2 -0.6 0.24
H -4.233318 0.543085 3.650063 0.3 -0.7 0.1 0.25
H -5.002362 -2.446831 2.192779 0.1 0.3 0.3 0.26
H -4.140347 -3.258709 0.095449 0.2 0.1 0.0 0.26
H -2.623934 -3.244756 -1.612678 0.3 0.7 0.7 0.44
H -1.214512 -2.270477 -1.714407 -0.6 0.6 0.1 0.43
```
Forces are in eV/Å.


A molecular structure, C9H16Br2F2Ga, computed with ωB97M-V/def2-TZVPD.

Properties
LUMO energy	2.90	eV
net charge	-1

XYZ file:
```
30
Properties=species:S:1:pos:R:3:forces:R:3:nbo_charge:R:1
C -0.278511 -4.097998 -0.118532 0.5 0.2 0.1 -0.67
C 0.020236 -2.721795 0.417426 -0.9 0.2 -0.5 -0.15
Br 1.526162 -2.724091 1.586696 0.1 0.2 0.1 0.03
C -0.661924 -1.588514 0.191212 0.9 -0.4 0.4 -0.46
Br -2.235866 -1.854244 -0.925908 0.2 -0.1 0.0 -0.05
Ga -0.183630 0.256113 1.010391 0.1 0.5 0.5 1.10
C -1.144352 1.861721 0.183814 -0.1 -0.5 -0.5 -0.88
C -2.311184 1.603319 -0.779305 0.1 0.7 0.3 -0.44
C -3.539459 1.126661 -0.042619 0.0 0.2 -0.1 0.06
F -4.263510 2.246797 0.423887 -0.1 0.1 0.1 -0.41
C 1.805496 0.696460 0.873142 -0.5 0.0 -0.3 -0.87
C 2.352859 0.607196 -0.546281 0.7 0.3 0.5 -0.44
C 3.745049 1.238937 -0.717195 -0.4 0.0 -0.1 0.06
F 4.517559 1.191930 0.440369 0.1 -0.2 0.2 -0.39
H -1.224086 -4.461428 0.264551 -0.3 -0.1 0.0 0.22
H 0.508757 -4.788164 0.161326 0.0 -0.1 0.1 0.22
H -0.308863 -4.057691 -1.201536 -0.2 -0.1 -0.2 0.22
H -0.554703 0.179047 2.584976 -0.1 -0.2 -0.1 -0.33
H -1.535649 2.492950 0.979392 0.0 0.1 0.3 0.20
H -0.405148 2.473237 -0.338042 0.2 0.0 0.0 0.19
H -2.608781 2.548928 -1.242016 -0.1 0.1 -0.2 0.19
H -2.053791 0.935867 -1.594582 0.1 -0.3 0.0 0.20
H -4.225783 0.568423 -0.670942 -0.1 -0.2 -0.1 0.15
H -3.264053 0.564485 0.843974 -0.1 -0.3 0.1 0.18
H 2.409806 0.141597 1.577836 0.2 -0.2 0.1 0.21
H 1.857256 1.743657 1.181651 0.0 0.2 0.1 0.19
H 2.386339 -0.419904 -0.899383 -0.2 -0.2 -0.1 0.19
H 1.701363 1.201783 -1.182160 -0.2 -0.2 -0.4 0.20
H 3.637053 2.290984 -0.972182 0.1 0.2 0.0 0.14
H 4.331347 0.743725 -1.489954 0.0 0.0 -0.2 0.14
```
Forces are in eV/Å.


A molecular structure, C9H16F3IN2O4PTeY, computed with ωB97M-V/def2-TZVPD.

Properties
LUMO energy	0.13	eV
net charge	0
energy relative to the best compared isomer or geometry (same formula, charge and spin)	23.5	kJ/mol

XYZ file:
```
38
Properties=species:S:1:pos:R:3:forces:R:3:nbo_charge:R:1
Y -1.443162 -0.647351 -0.895770 -0.1 -0.3 -0.7 1.93
C 0.866098 -1.497458 4.281832 0.0 -0.1 0.0 -0.64
C 1.016964 -0.099470 3.742060 -0.1 0.1 -0.1 -0.06
O -0.285166 0.422229 3.330168 0.2 0.0 0.2 -0.83
P -0.761504 0.244970 1.845667 -0.2 -0.2 -0.2 1.99
O -0.271751 -1.020144 1.176156 0.0 0.2 -0.1 -1.20
Te -3.078240 0.507728 1.502677 -0.1 0.1 0.2 -0.40
O 0.030413 1.360873 0.962595 0.2 0.2 0.0 -0.88
C -0.259084 2.773149 1.104782 0.0 0.0 0.0 -0.07
C 0.697317 3.531420 0.220573 0.0 0.0 -0.1 -0.63
H 1.830112 -1.857556 4.645401 0.0 0.0 0.0 0.22
H 0.515564 -2.175660 3.505786 0.0 0.0 0.0 0.23
H 0.159445 -1.510094 5.110814 0.0 0.0 0.0 0.22
H 1.699394 -0.058064 2.891648 0.0 0.0 0.0 0.18
H 1.364628 0.600689 4.498781 0.0 0.0 0.0 0.20
H -0.151673 3.048112 2.155860 0.0 0.0 0.0 0.19
H -1.297347 2.932051 0.809574 0.0 0.0 0.0 0.21
H 1.732771 3.353440 0.515027 0.0 0.0 0.0 0.21
H 0.505858 4.602102 0.293597 0.0 0.0 0.0 0.23
H 0.565672 3.240096 -0.822468 0.0 0.0 0.0 0.22
F -2.267251 -3.052634 -3.148535 0.0 0.0 0.1 -0.37
C -2.194370 -2.846591 -1.793377 0.2 0.3 0.1 0.46
F -1.776188 -4.048047 -1.290213 0.0 0.0 0.0 -0.37
F -3.530393 -2.750479 -1.388762 -0.1 0.0 0.0 -0.38
I 4.220357 -2.773985 -3.459038 0.1 -0.1 -0.1 0.22
C 2.851925 -1.674803 -2.408451 -0.1 0.1 0.1 -0.31
C 3.105453 -0.627652 -1.550772 0.0 0.1 0.0 -0.04
N 1.916490 -0.199504 -1.098766 0.0 0.0 0.1 -0.30
N 0.905767 -0.920165 -1.602550 -0.2 0.0 0.1 -0.37
C 1.457236 -1.825461 -2.397578 0.0 0.1 -0.1 -0.02
H 4.028662 -0.166863 -1.244445 0.0 0.0 0.0 0.24
H 1.713893 0.489827 -0.387256 0.0 0.0 0.0 0.44
H 0.840848 -2.533391 -2.929018 0.0 0.0 0.0 0.25
C -2.975861 1.045349 -3.262602 0.2 0.1 0.0 -0.22
O -1.967573 0.718956 -2.343138 0.0 -0.6 0.5 -1.01
H -3.050629 2.130543 -3.389990 0.0 0.0 0.0 0.16
H -3.954687 0.675583 -2.937389 0.0 0.0 0.0 0.16
H -2.759974 0.608259 -4.242885 0.0 0.0 0.0 0.17
```
Forces are in eV/Å.